DFT (wB97M-V/def2-TZVPD) results for 2 unconnected molecules or ions with the total composition C3H5O2 at a distorted geometry.

Computed properties:
Strongest force on any atom ... 4.35 eV Å⁻¹
Gap between HOMO and LUMO ... 0.362 Eh
Net charge ... +1
Highest occupied orbital energy ... -15.13 eV

Each line ends with the Löwdin charge.
Geometry (Å):
C 1.870 -0.949 -0.365  -0.019
C -1.180 -0.340 0.248  -0.082
C -1.195 1.038 0.137  0.027
O -1.294 -1.409 0.470  0.411
O 1.217 0.094 -0.333  -0.047
H 2.978 -1.033 -0.606  0.127
H 1.379 -1.850 0.008  0.083
H -0.751 1.519 -0.782  0.154
H -0.784 1.640 1.122  0.226
H -2.238 1.289 0.101  0.119

DFT (wB97M-V/def2-TZVPD) results for C3H5O2P in the gas phase at a distorted geometry.

Computed properties:
Structure (SMILES) ... C/C=C/OP=O
Strongest force on any atom ... 5.63 eV Å⁻¹
Gap between HOMO and LUMO ... 0.385 Eh
Net charge ... 0
Highest occupied orbital energy ... -10.17 eV

Each line ends with the Löwdin charge.
Geometry (Å):
C 0.266 -0.392 0.621  -0.209
C -0.076 0.367 -0.383  -0.069
C 1.289 -1.428 0.447  -0.115
O -2.759 3.146 -0.798  -0.434
O -1.102 1.658 -0.154  -0.396
P -2.307 1.844 -1.161  0.706
H -0.329 -0.485 1.526  0.118
H 0.501 0.369 -1.343  0.121
H 1.864 -1.697 1.484  0.140
H 0.764 -2.362 0.045  0.109
H 1.889 -1.019 -0.282  0.028

DFT (wB97M-V/def2-TZVPD) results for 2 unconnected molecules or ions with the total composition C3H5O2P at a distorted geometry.

Computed properties:
Structure (SMILES) ... C=C=O.O=CP
Strongest force on any atom ... 2.81 eV Å⁻¹
Gap between HOMO and LUMO ... 0.343 Eh
Net charge ... 0
Highest occupied orbital energy ... -8.93 eV

Each line ends with the Löwdin charge.
Geometry (Å):
C -1.732 -0.214 0.493  -0.318
C -2.505 0.684 -0.052  0.006
C 1.293 0.015 -0.686  -0.530
O -1.102 -1.129 0.742  0.169
O 0.337 0.759 -0.465  -0.096
P 2.764 -0.056 0.490  0.804
H -2.109 1.275 -0.866  0.064
H -3.160 1.288 0.477  0.030
H 1.291 -0.608 -1.547  0.058
H 3.154 -1.463 0.071  -0.069
H 1.769 -0.552 1.344  -0.116

DFT (wB97M-V/def2-TZVPD) results for C3H5O2PS2 in the gas phase at a distorted geometry.

Computed properties:
Structure (SMILES) ... CC(=C=S)SP(O)O
Strongest force on any atom ... 3.44 eV Å⁻¹
Gap between HOMO and LUMO ... 0.284 Eh
Net charge ... 0
Highest occupied orbital energy ... -8.33 eV

Each line ends with the Löwdin charge.
Geometry (Å):
C 0.754 0.604 0.087  -0.714
C 1.816 -0.157 0.124  -0.798
C 0.770 2.108 -0.305  -0.088
O -2.860 -1.865 0.526  -0.339
O -0.658 -2.301 -0.814  -0.371
P -1.838 -1.170 -0.605  0.695
S -0.699 -0.023 0.993  0.614
S 3.179 -0.749 -0.132  0.831
H -0.186 2.346 -0.619  0.036
H 1.518 2.389 -1.000  0.060
H 1.123 2.688 0.588  0.097
H -2.768 -1.259 1.212  -0.068
H -0.151 -2.613 -0.055  0.046

DFT (wB97M-V/def2-TZVPD) results for a molecular structure, C3H5O2Rh at a distorted geometry.

Computed properties:
Strongest force on any atom ... 4.93 eV Å⁻¹
Gap between HOMO and LUMO (spin up / spin down) ... 0.348 / 0.292 Eh
2S+1 ... 5
Net charge ... +2
Highest occupied orbital energy (spin up / spin down) ... -19.83 / -21.32 eV

Each line ends with the Löwdin charge.
Geometry (Å):
C 1.235 -1.272 -0.105  -0.121
C 2.396 -0.898 -0.659  -0.121
O 3.366 -0.622 -1.207  0.376
H 1.183 -2.351 0.094  0.118
H 0.615 -0.447 0.852  0.260
Rh -0.493 -0.787 -1.276  1.404
O -1.036 0.101 0.203  -0.301
C -1.681 1.318 0.461  -0.034
H -2.705 1.328 0.051  0.139
H -1.757 1.460 1.552  0.133
H -1.123 2.169 0.035  0.146

DFT (wB97M-V/def2-TZVPD) results for a gas-phase ion, C3H5O2S2 (charge -1) at a distorted geometry.

Computed properties:
Structure (SMILES) ... O=C([O-])CCSS
Strongest force on any atom ... 1.37 eV Å⁻¹
Gap between HOMO and LUMO ... 0.261 Eh
Net charge ... -1
Highest occupied orbital energy ... -4.18 eV

Each line ends with the Löwdin charge.
Geometry (Å):
C 0.571 -0.093 0.270  -0.232
C 0.940 0.673 1.622  -0.751
O 0.014 0.854 2.434  -0.080
O 2.147 0.974 1.697  -0.090
C -0.890 -0.425 0.207  -0.560
S -1.598 -0.945 -1.419  0.366
S -0.202 -0.530 -2.866  0.261
H 0.949 0.581 -0.499  0.072
H 1.223 -0.969 0.321  0.103
H -1.094 -1.272 0.855  0.063
H -1.473 0.429 0.538  0.060
H -0.585 0.723 -3.159  -0.211

DFT (wB97M-V/def2-TZVPD) results for 2 unconnected molecules or ions with the total composition C3H5O2S2 at a distorted geometry.

Computed properties:
Strongest force on any atom ... 4.81 eV Å⁻¹
Gap between HOMO and LUMO ... 0.268 Eh
Net charge ... -1
Highest occupied orbital energy ... -3.92 eV

Each line ends with the Löwdin charge.
Geometry (Å):
C 2.399 0.542 0.029  -0.800
C -1.065 0.327 0.154  -0.656
C 1.809 -0.149 -1.075  -0.608
O 2.202 -0.035 1.214  0.058
O 3.126 1.496 -0.085  0.030
S 1.012 -1.637 -0.800  0.568
S -0.120 1.624 -0.582  0.511
H -0.454 -0.697 0.071  -0.086
H -1.957 0.212 -0.363  -0.037
H -1.308 0.484 1.188  0.001
H 2.130 0.110 -2.088  0.058
H 2.018 -0.904 1.078  -0.038

DFT (wB97M-V/def2-TZVPD) results for 2 unconnected molecules or ions with the total composition C3H5O3 at a distorted geometry.

Computed properties:
Strongest force on any atom ... 1.59 eV Å⁻¹
Gap between HOMO and LUMO ... 0.281 Eh
Net charge ... -1
Highest occupied orbital energy ... -4.07 eV

Each line ends with the Löwdin charge.
Geometry (Å):
O 0.568 3.606 1.066  -0.005
C 0.155 2.460 1.061  -0.328
C 0.465 1.412 0.064  -0.062
H -0.529 2.179 1.883  0.111
H 0.994 0.560 0.487  0.074
H -0.506 0.956 -0.185  0.085
H 0.862 1.713 -0.886  0.074
O 0.492 -1.824 -0.358  -0.161
C -0.443 -2.308 -1.036  -0.727
O -1.198 -3.253 -0.786  -0.138
H -0.656 -1.775 -2.008  0.078

DFT (wB97M-V/def2-TZVPD) results for a molecular structure, C3H5O3 at a distorted geometry.

Computed properties:
Strongest force on any atom ... 1.97 eV Å⁻¹
Gap between HOMO and LUMO ... 0.324 Eh
Net charge ... -1
Highest occupied orbital energy ... -4.51 eV

Each line ends with the Löwdin charge.
Geometry (Å):
C 2.047 0.577 -1.285  -0.042
C 0.787 0.078 -1.159  -0.398
O 0.369 -1.031 -0.600  -0.125
H 2.119 1.608 -1.599  0.011
H 2.931 -0.003 -1.064  0.022
H 0.028 0.631 -1.725  0.090
H -0.147 -0.807 0.399  0.038
O -0.880 -0.236 1.247  -0.079
C -2.030 -0.284 1.805  -0.575
O -2.399 -0.461 2.952  -0.049
H -2.825 -0.073 1.029  0.108

DFT (wB97M-V/def2-TZVPD) results for 2 unconnected molecules or ions with the total composition C3H5O3 at a distorted geometry.

Computed properties:
Strongest force on any atom ... 3.96 eV Å⁻¹
Gap between HOMO and LUMO ... 0.264 Eh
Net charge ... -1
Highest occupied orbital energy ... -2.77 eV

Each line ends with the Löwdin charge.
Geometry (Å):
C -1.024 0.189 -1.584  -0.593
C 0.644 0.669 1.275  -0.125
C 0.449 -0.216 -0.054  -0.320
O -1.079 1.293 -1.995  0.018
O -1.549 -0.902 -1.656  -0.026
O -0.040 -1.512 0.158  -0.205
H 1.457 1.338 1.078  0.019
H -0.279 1.307 1.495  0.062
H 0.854 0.022 2.168  0.051
H 1.452 -0.554 -0.543  0.090
H -0.887 -1.633 -0.342  0.028

DFT (wB97M-V/def2-TZVPD) results for a gas-phase ion, C3H5O3 (charge +1) at a distorted geometry.

Computed properties:
Strongest force on any atom ... 6.35 eV Å⁻¹
Gap between HOMO and LUMO ... 0.384 Eh
Net charge ... +1
Highest occupied orbital energy ... -16.80 eV

Each line ends with the Löwdin charge.
Geometry (Å):
C -2.458 -0.313 -0.077  0.193
C -0.184 0.191 -0.172  -0.465
C 2.157 0.077 0.280  0.072
O -0.336 0.859 -1.099  0.275
O 0.756 -0.350 0.545  0.069
O -1.447 -0.218 0.545  0.194
H -3.471 -0.511 0.547  0.216
H -2.527 -0.046 -1.058  0.110
H 2.701 0.023 1.166  0.081
H 2.183 1.019 -0.227  0.097
H 2.626 -0.730 -0.449  0.159

DFT (wB97M-V/def2-TZVPD) results for a molecular structure, C3H5O4Sm at a distorted geometry.

Computed properties:
Strongest force on any atom ... 3.71 eV Å⁻¹
Gap between HOMO and LUMO (spin up / spin down) ... 0.198 / 0.345 Eh
2S+1 ... 8
Net charge ... 0
Highest occupied orbital energy (spin up / spin down) ... -5.28 / -9.37 eV

Each line ends with the Löwdin charge.
Geometry (Å):
C -1.276 -0.296 2.024  -0.117
O -1.064 -0.289 0.630  -0.308
C 0.208 0.222 0.208  -0.415
O 0.436 -0.292 -1.036  -0.489
Sm -1.225 -1.762 -1.941  0.998
H -2.278 -0.697 2.206  0.088
H -0.530 -0.931 2.528  0.091
H -1.219 0.729 2.425  0.094
H 0.981 -0.145 0.911  0.125
H 0.159 1.328 0.203  0.132
O 1.362 0.066 -3.493  0.064
C 1.860 0.629 -2.553  -0.436
O 2.587 1.440 -2.111  0.173

DFT (wB97M-V/def2-TZVPD) results for a molecular structure, C3H5O5P at a distorted geometry.

Computed properties:
Strongest force on any atom ... 2.84 eV Å⁻¹
Gap between HOMO and LUMO ... 0.229 Eh
Net charge ... -2
Highest occupied orbital energy ... 0.44 eV

Each line ends with the Löwdin charge.
Geometry (Å):
C 0.785 0.695 -0.247  -0.771
C -1.543 1.025 -0.753  -0.246
C 0.071 -0.511 1.041  -0.149
O 1.764 -0.156 -0.700  -0.165
O 2.522 -1.806 1.099  -0.455
O 0.991 1.852 0.157  -0.103
O 0.851 -2.657 -0.607  -0.422
O -0.352 0.565 -1.289  -0.181
P 1.321 -1.522 0.231  0.242
H -2.309 0.246 -0.347  0.069
H -2.146 1.555 -1.509  0.046
H -1.249 1.686 0.129  0.089
H 0.227 -0.141 2.073  0.039
H -0.933 -0.831 0.722  0.008

DFT (wB97M-V/def2-TZVPD) results for C3H5P in the gas phase at a distorted geometry.

Computed properties:
Structure (SMILES) ... P=C1CC1
Strongest force on any atom ... 3.68 eV Å⁻¹
Gap between HOMO and LUMO ... 0.333 Eh
Net charge ... 0
Highest occupied orbital energy ... -8.97 eV

Each line ends with the Löwdin charge.
Geometry (Å):
C -0.636 -0.284 -0.103  -0.613
C -0.115 0.666 0.836  -0.292
C 1.003 -0.016 0.085  -0.105
P -1.779 -0.814 -1.226  0.765
H -0.268 1.731 0.626  0.103
H -0.227 0.678 1.977  0.126
H 1.493 -0.893 0.543  0.089
H 1.537 0.616 -0.566  0.062
H -1.010 -1.684 -2.171  -0.136

DFT (wB97M-V/def2-TZVPD) results for a molecular structure, C3H5P at a distorted geometry.

Computed properties:
Strongest force on any atom ... 4.94 eV Å⁻¹
Gap between HOMO and LUMO ... 0.353 Eh
Net charge ... 0
Highest occupied orbital energy ... -9.10 eV

Each line ends with the Löwdin charge.
Geometry (Å):
C 0.532 -1.080 -0.492  -0.426
C 0.544 0.103 0.418  -0.393
C -0.744 0.661 -0.187  -0.485
P -0.913 -0.793 -1.315  0.874
H 1.267 -1.866 -0.545  0.032
H 0.442 -0.163 1.474  0.093
H 1.416 0.756 0.329  0.098
H -1.804 0.715 0.908  0.180
H -0.742 1.666 -0.591  0.025

DFT (wB97M-V/def2-TZVPD) results for a molecular structure, C3H5P at a distorted geometry.

Computed properties:
Strongest force on any atom ... 2.46 eV Å⁻¹
Gap between HOMO and LUMO (spin up / spin down) ... 0.245 / 0.301 Eh
2S+1 ... 3
Net charge ... 0
Highest occupied orbital energy (spin up / spin down) ... -6.58 / -9.52 eV

Each line ends with the Löwdin charge.
Geometry (Å):
C 0.656 -1.099 -0.010  -0.420
C -0.617 -0.359 0.061  -0.374
C 0.172 0.876 0.129  -0.536
P 1.759 0.175 -0.273  0.930
H 0.935 -2.049 0.284  0.011
H -1.273 -0.438 -0.926  0.138
H -1.156 -0.564 1.036  0.117
H -0.614 2.025 -1.326  0.103
H 0.139 1.435 1.025  0.030

DFT (wB97M-V/def2-TZVPD) results for C3H5P3 in the gas phase at a distorted geometry.

Computed properties:
Structure (SMILES) ... CP(#P)P1C=C1
Strongest force on any atom ... 3.67 eV Å⁻¹
Gap between HOMO and LUMO (spin up / spin down) ... 0.226 / 0.226 Eh
Net charge ... 0
Highest occupied orbital energy (spin up / spin down) ... -7.36 / -7.37 eV

Each line ends with the Löwdin charge.
Geometry (Å):
C 1.839 1.328 0.099  -0.375
C 1.135 2.350 0.450  -0.375
C -0.971 -1.455 0.056  -0.410
P -2.988 0.990 -0.092  0.227
P 0.374 1.484 -0.908  0.671
P -1.141 0.404 0.332  0.132
H 2.709 0.681 0.285  0.074
H 0.977 3.080 1.157  0.040
H -0.449 -2.016 0.817  0.001
H -0.659 -1.844 -0.864  -0.012
H -2.123 -1.719 0.089  0.028

DFT (wB97M-V/def2-TZVPD) results for a molecular structure, C3H5PS at a distorted geometry.

Computed properties:
Strongest force on any atom ... 4.75 eV Å⁻¹
Gap between HOMO and LUMO ... 0.302 Eh
Net charge ... 0
Highest occupied orbital energy ... -7.93 eV

Each line ends with the Löwdin charge.
Geometry (Å):
C 1.869 0.892 -0.190  -0.836
C -0.726 0.484 -0.038  -0.519
C -0.087 -0.869 0.246  -0.589
P 0.505 1.899 0.095  0.795
S 1.692 -0.880 -0.102  0.731
H 3.122 1.431 -0.212  0.124
H -1.013 0.351 -1.124  0.086
H -1.472 0.757 0.764  0.069
H -0.169 -1.285 1.340  0.100
H -0.592 -1.619 -0.302  0.039

DFT (wB97M-V/def2-TZVPD) results for 2 unconnected molecules or ions with the total composition C3H6 at a distorted geometry.

Computed properties:
Strongest force on any atom ... 3.93 eV Å⁻¹
Gap between HOMO and LUMO ... 0.390 Eh
Net charge ... 0
Highest occupied orbital energy ... -11.00 eV

Each line ends with the Löwdin charge.
Geometry (Å):
C -0.723 -1.014 -1.556  -0.202
C 0.298 -1.746 -1.686  0.069
C 0.522 0.791 1.271  -0.048
H -0.900 -0.311 -2.416  0.081
H -1.503 -1.039 -0.770  0.070
H 0.775 -0.075 1.867  0.016
H 0.358 1.664 1.987  0.046
H -0.226 0.585 0.594  -0.059
H 1.400 1.146 0.709  0.026

DFT (wB97M-V/def2-TZVPD) results for C3H6 in the gas phase at a distorted geometry.

Computed properties:
Structure (SMILES) ... C=CC
Strongest force on any atom ... 8.74 eV Å⁻¹
Gap between HOMO and LUMO ... 0.390 Eh
Net charge ... 0
Highest occupied orbital energy ... -9.37 eV

Each line ends with the Löwdin charge.
Geometry (Å):
C -1.176 -0.201 0.057  -0.162
C 0.075 0.481 -0.067  -0.282
C 1.274 -0.194 -0.055  -0.028
H -1.234 -1.354 -0.263  0.135
H -1.547 -0.125 0.942  0.002
H -1.744 0.393 -0.708  0.093
H -0.232 1.559 0.104  0.118
H 1.269 -1.223 -0.001  -0.007
H 2.452 0.236 0.315  0.131